a | Below is a structure of composition C29H34BaN7O4PSi2, with properties calculated with ωB97M-V/def2-TZVPD.

Geometry (Å):
Ba: -0.20 0.54 -0.27
C: -2.69 1.42 5.14
N: -2.51 1.73 3.76
C: -3.44 2.29 2.91
C: -2.88 2.29 1.67
N: -1.65 1.74 1.72
C: -1.44 1.36 2.97
P: 0.21 1.01 3.67
C: 1.23 2.09 2.67
N: 1.22 2.20 1.34
C: 1.88 3.34 1.04
C: 2.29 3.97 2.18
N: 1.86 3.19 3.23
C: 2.07 3.39 4.62
C: 0.60 -0.54 2.79
N: 1.71 -0.74 2.10
C: 1.78 -2.08 1.89
C: 0.73 -2.70 2.51
N: 0.01 -1.72 3.11
C: -1.23 -1.87 3.81
H: -3.11 2.28 5.68
H: -3.36 0.56 5.26
H: -1.72 1.18 5.56
H: -4.39 2.64 3.27
H: -3.29 2.65 0.75
H: 2.00 3.63 0.02
H: 2.83 4.89 2.34
H: 2.62 4.31 4.79
H: 1.10 3.44 5.14
H: 2.61 2.54 5.05
H: 2.58 -2.52 1.32
H: 0.44 -3.73 2.59
H: -1.19 -2.78 4.43
H: -1.38 -1.00 4.45
H: -2.07 -1.94 3.11
O: -2.30 2.86 -3.46
C: -1.92 2.08 -2.58
O: -0.77 1.97 -2.09
C: -2.96 1.12 -1.99
C: -4.23 0.97 -2.53
C: -5.10 0.08 -1.92
C: -4.69 -0.60 -0.79
C: -3.39 -0.40 -0.33
N: -2.55 0.43 -0.94
C: -2.79 -1.13 0.86
O: -3.56 -1.68 1.67
O: -1.54 -1.11 0.92
H: -4.51 1.53 -3.41
H: -6.10 -0.09 -2.33
H: -5.34 -1.29 -0.27
C: -1.34 -1.90 -3.44
Si: 0.11 -1.87 -2.14
C: -0.08 -3.67 -1.40
C: 1.69 -2.10 -3.27
C: 1.71 -3.17 -4.17
C: 2.79 -3.43 -5.00
C: 3.89 -2.59 -4.94
C: 3.88 -1.52 -4.07
C: 2.80 -1.25 -3.22
Si: 2.91 0.28 -2.03
C: 4.81 0.23 -1.50
C: 2.98 1.77 -3.28
H: -1.30 -2.71 -4.17
H: -1.35 -0.96 -4.00
H: -2.28 -1.97 -2.91
H: -0.25 -4.44 -2.15
H: -0.91 -3.68 -0.71
H: 0.81 -3.95 -0.85
H: 0.86 -3.83 -4.22
H: 2.77 -4.27 -5.68
H: 4.75 -2.77 -5.59
H: 4.75 -0.87 -4.04
H: 5.51 0.48 -2.30
H: 5.09 -0.75 -1.12
H: 4.98 0.94 -0.69
H: 3.49 1.53 -4.21
H: 3.48 2.62 -2.83
H: 1.97 2.07 -3.52

Values from the calculation:
- Charge: -2
- HOMO level: 0.92 eV

b | Below is a structure of composition C29H34BaN7O4PSi2, with properties calculated with ωB97M-V/def2-TZVPD.

Geometry (Å):
Ba: -1.07 -0.53 -0.79
C: -0.48 5.39 -3.31
N: -1.06 4.09 -3.03
C: -2.27 3.66 -3.52
C: -2.44 2.38 -3.06
N: -1.35 2.02 -2.31
C: -0.55 3.06 -2.29
P: 1.04 3.25 -1.37
C: 1.86 1.69 -1.77
N: 1.42 0.80 -2.63
C: 2.39 -0.19 -2.67
C: 3.42 0.15 -1.85
N: 3.10 1.37 -1.31
C: 3.90 2.06 -0.31
C: 0.34 3.02 0.29
N: -0.47 2.05 0.62
C: -0.94 2.32 1.87
C: -0.35 3.47 2.32
N: 0.45 3.93 1.31
C: 1.47 4.95 1.47
H: -1.14 5.89 -4.02
H: 0.51 5.28 -3.75
H: -0.41 5.99 -2.41
H: -2.88 4.30 -4.13
H: -3.27 1.71 -3.20
H: 2.25 -1.10 -3.23
H: 4.31 -0.37 -1.56
H: 4.92 2.19 -0.69
H: 3.89 1.50 0.62
H: 3.49 3.06 -0.13
H: -1.60 1.64 2.39
H: -0.40 3.98 3.27
H: 1.10 5.70 2.17
H: 1.68 5.42 0.51
H: 2.39 4.50 1.87
O: -5.21 -0.70 -2.83
C: -4.10 -0.93 -2.35
O: -3.56 -0.47 -1.30
C: -3.18 -1.90 -3.15
C: -3.64 -2.57 -4.28
C: -2.76 -3.40 -4.96
C: -1.45 -3.53 -4.51
C: -1.06 -2.83 -3.38
N: -1.93 -2.05 -2.73
C: 0.38 -2.92 -2.81
O: 1.19 -3.60 -3.46
O: 0.55 -2.28 -1.74
H: -4.67 -2.42 -4.58
H: -3.08 -3.94 -5.84
H: -0.72 -4.15 -5.00
C: 3.17 -1.41 1.45
Si: 1.44 -0.56 1.88
C: 2.28 0.85 3.02
C: 0.96 -1.80 3.32
C: 1.83 -2.00 4.41
C: 1.55 -2.87 5.45
C: 0.36 -3.59 5.42
C: -0.51 -3.41 4.35
C: -0.26 -2.52 3.29
Si: -1.64 -2.34 1.90
C: -1.74 -4.19 1.32
C: -3.18 -2.38 3.09
H: 3.66 -1.83 2.34
H: 3.85 -0.66 1.03
H: 3.06 -2.20 0.70
H: 3.25 0.57 3.46
H: 1.61 1.12 3.84
H: 2.43 1.77 2.44
H: 2.76 -1.44 4.43
H: 2.25 -2.98 6.27
H: 0.12 -4.28 6.22
H: -1.43 -3.98 4.34
H: -1.79 -4.89 2.18
H: -0.88 -4.47 0.71
H: -2.64 -4.34 0.71
H: -3.35 -3.34 3.58
H: -4.09 -2.13 2.53
H: -3.07 -1.62 3.88

Values from the calculation:
- Charge: -2
- HOMO level: 0.14 eV

Of them, the most stable is b and the least stable is a.

a | Below is the molecule C3H6P2, with properties calculated with ωB97M-V/def2-TZVPD.

Geometry (Å):
C: -0.65 0.01 -0.15
C: 1.79 0.89 -0.03
C: -1.99 -0.58 -0.22
P: 0.03 1.52 0.01
P: 1.67 -1.02 -0.09
H: 2.31 1.27 -0.92
H: 2.36 1.23 0.83
H: -2.61 -0.22 0.60
H: -1.94 -1.67 -0.18
H: -2.49 -0.30 -1.15
H: 1.53 -1.13 1.31

Values from the calculation:
- HOMO level (spin up / spin down): -7.87 / -7.87 eV

b | Below is the molecule C3H6P2, with properties calculated with ωB97M-V/def2-TZVPD.

Geometry (Å):
C: 0.86 -0.62 0.31
C: -0.27 -1.52 0.78
C: -0.33 1.63 -0.68
P: 2.10 -0.17 -0.73
P: 1.04 1.13 0.60
H: -0.76 -2.08 -0.02
H: -1.01 -0.99 1.37
H: -0.03 -2.38 1.39
H: -0.88 2.52 -0.43
H: -0.91 0.83 -0.97
H: 0.20 1.65 -1.63

Values from the calculation:
- HOMO level: -8.32 eV
- SMILES: CC1=P#P1C

Of them, the most stable is b and the least stable is a.

a | Below is the ion C4H8N with charge +1, with properties calculated with ωB97M-V/def2-TZVPD.

Geometry (Å):
C: -1.19 1.08 -0.67
C: -0.33 -0.11 -0.23
C: -0.79 -1.33 -0.09
C: 1.85 -0.24 0.85
N: 1.05 0.19 -0.05
H: -0.70 2.02 -0.97
H: -1.99 0.77 -1.39
H: -1.54 1.42 0.35
H: -0.41 -2.22 0.40
H: -1.86 -1.51 -0.17
H: 2.95 -0.05 0.96
H: 1.59 -0.99 1.65
H: 1.35 0.97 -0.64

Values from the calculation:
- Charge: +1
- HOMO level: -14.78 eV
- SMILES: C=[NH+]C(=C)C

b | Below is a structure of composition C4H8N, with properties calculated with ωB97M-V/def2-TZVPD.

Geometry (Å):
C: -2.07 -0.48 -0.58
C: 0.59 -1.12 -0.16
C: -2.19 0.51 0.23
C: 1.68 0.26 -0.56
N: 1.15 -0.22 0.78
H: -3.02 1.08 0.27
H: -2.23 -1.39 -1.12
H: -1.38 0.65 1.03
H: 1.10 -0.55 -1.25
H: 1.37 1.28 -0.78
H: 2.73 -0.03 -0.63
H: 1.73 -0.50 1.57
H: 0.55 0.51 1.21

Values from the calculation:
- Charge: +1
- HOMO level (spin up / spin down): -12.16 / -13.64 eV

Of them, the most stable is a and the least stable is b.

a | Below is a cluster of 2 separate species, C4H8N in total, with properties calculated with ωB97M-V/def2-TZVPD.

Geometry (Å):
C: 0.17 -0.38 1.55
C: 0.35 -0.34 0.34
C: 0.25 -0.54 3.02
C: -0.40 0.95 -2.21
N: 0.07 -0.32 -1.71
H: 1.06 0.12 3.24
H: -0.63 -0.25 3.49
H: 0.37 -1.57 3.32
H: -1.14 1.29 -1.62
H: 0.42 1.83 -2.33
H: -0.80 0.78 -3.17
H: -0.70 -0.97 -1.65
H: 0.97 -0.60 -2.25

Values from the calculation:
- Charge: +1
- HOMO level: -15.05 eV

b | Below is the ion C4H8N with charge +1, with properties calculated with ωB97M-V/def2-TZVPD.

Geometry (Å):
C: 2.30 -0.15 -0.17
C: 0.85 0.04 -0.22
C: -0.06 0.45 0.62
N: -1.52 0.54 0.63
C: -1.98 -0.18 -0.61
H: 2.59 0.70 0.47
H: 2.69 0.01 -1.18
H: 2.68 -1.10 0.23
H: -1.45 0.32 -1.44
H: 0.29 0.87 1.57
H: -1.71 -0.12 1.39
H: -3.06 -0.19 -0.78
H: -1.62 -1.20 -0.50

Values from the calculation:
- Charge: +1
- HOMO level: -14.91 eV

c | Below is a cluster of 2 separate species, C4H8N in total, with properties calculated with ωB97M-V/def2-TZVPD.

Geometry (Å):
C: -1.78 -0.50 0.34
C: -1.19 0.50 -0.20
C: 1.20 -0.09 0.56
C: 1.15 -0.39 -0.91
N: 0.23 0.67 -0.32
H: -2.90 -0.46 0.27
H: -1.59 -1.51 0.84
H: -2.22 1.92 -1.18
H: 0.51 -0.70 1.31
H: 1.94 0.55 1.06
H: 1.86 -0.10 -1.73
H: 0.63 -1.25 -1.27
H: 0.47 1.63 -0.53

Values from the calculation:
- Charge: +1
- HOMO level (spin up / spin down): -15.17 / -15.18 eV

Of them, the most stable is b and the least stable is c.

a | Below is the molecule C4H8Cl2Si, with properties calculated with ωB97M-V/def2-TZVPD.

Geometry (Å):
C: 0.26 -1.98 0.51
C: 1.17 -1.01 0.68
C: -0.12 0.03 -1.72
C: -0.81 1.34 1.04
Si: 0.67 0.75 -0.02
Cl: -1.95 2.46 0.28
Cl: -0.28 2.13 2.57
H: 0.33 -3.11 0.68
H: -0.64 -1.74 -0.07
H: 2.21 -1.24 1.13
H: 0.04 -1.01 -1.87
H: -1.17 0.11 -1.74
H: 0.37 0.65 -2.58
H: -1.53 0.61 1.38
H: 1.44 2.00 -0.27

Values from the calculation:
- HOMO level: -10.05 eV
- SMILES: C=C[Si@@H](C)C(Cl)Cl

b | Below is a cluster of 2 separate species, C4H8Cl2Si in total, with properties calculated with ωB97M-V/def2-TZVPD.

Geometry (Å):
C: -0.63 -1.25 1.28
C: -0.59 -0.16 0.56
C: -1.49 1.05 0.73
C: 1.08 0.03 -1.80
Si: 2.39 0.04 -0.56
Cl: 2.74 -1.67 0.45
Cl: 2.33 1.69 0.71
H: 0.16 -1.93 1.06
H: -1.19 -1.36 2.19
H: -2.25 1.16 -0.01
H: -2.12 1.05 1.61
H: -0.87 2.06 0.58
H: 0.76 -0.83 -2.41
H: 0.61 0.99 -2.17
H: 3.90 0.31 -1.07

Values from the calculation:
- HOMO level (spin up / spin down): -9.59 / -9.38 eV

c | Below is the molecule C4H8Cl2Si, with properties calculated with ωB97M-V/def2-TZVPD.

Geometry (Å):
C: 2.45 1.03 0.73
C: 1.81 0.35 -0.21
C: 0.68 -0.53 0.08
C: -0.92 0.19 -0.40
Si: -2.50 -0.86 -0.08
Cl: -1.03 1.75 0.41
Cl: -0.81 0.45 -2.16
H: 3.31 1.64 0.51
H: 2.15 0.98 1.76
H: 2.13 0.40 -1.25
H: 0.54 -0.71 1.14
H: 0.69 -1.46 -0.48
H: -2.59 -1.05 1.37
H: -2.31 -2.11 -0.80
H: -3.60 -0.07 -0.61

Values from the calculation:
- HOMO level: -9.55 eV
- SMILES: C=CCC([SiH3])(Cl)Cl

Of them, the most stable is a and the least stable is b.

a | Below is the molecule C2H2O3, with properties calculated with ωB97M-V/def2-TZVPD.

Geometry (Å):
C: -0.23 -0.50 -0.72
C: 0.14 0.35 0.49
O: -1.14 0.30 0.16
O: 0.98 1.34 0.75
O: 0.82 0.27 1.68
H: -0.26 -0.28 -1.89
H: -0.31 -1.48 -0.47

Values from the calculation:
- HOMO level: -10.84 eV
- SMILES: C1OC12OO2

b | Below is the molecule C2H2O3, with properties calculated with ωB97M-V/def2-TZVPD.

Geometry (Å):
C: -0.47 0.08 -0.25
C: 0.20 -0.19 0.97
H: -0.03 0.30 -2.05
H: -0.63 -0.33 1.89
O: 0.35 -0.11 -1.38
O: -1.49 0.61 -0.36
O: 1.43 -0.41 1.23

Values from the calculation:
- HOMO level: -10.99 eV
- SMILES: O=CC(=O)O

c | Below is a structure of composition C2H2O3, with properties calculated with ωB97M-V/def2-TZVPD.

Geometry (Å):
C: -0.14 0.73 -0.86
C: -0.25 -0.40 -0.08
O: -1.46 0.42 -1.27
O: -1.45 -0.79 -0.57
O: 1.45 -1.24 1.66
H: 0.32 1.66 -0.98
H: 1.53 -0.39 2.11

Values from the calculation:
- HOMO level (spin up / spin down): -10.19 / -10.16 eV

Of them, the most stable is b and the least stable is c.

a | Below is a cluster of 2 separate species, C2H2O3 in total, with properties calculated with ωB97M-V/def2-TZVPD.

Geometry (Å):
C: 0.54 0.06 -0.02
C: 2.07 0.23 -0.04
O: 1.37 1.32 0.06
O: 2.96 -0.45 0.69
O: 3.13 -0.25 -0.75
H: 0.24 -0.24 0.90
H: -0.64 -0.03 -0.95

Values from the calculation:
- HOMO level: -11.08 eV

b | Below is a cluster of 2 separate species, C2H2O3 in total, with properties calculated with ωB97M-V/def2-TZVPD.

Geometry (Å):
C: -2.37 -0.72 -0.38
C: 1.23 0.05 0.16
O: -3.50 -0.72 -0.46
O: 0.53 1.19 -0.30
O: 1.42 1.18 0.78
H: 0.56 -0.66 0.59
H: 2.13 -0.32 -0.40

Values from the calculation:
- HOMO level: -10.34 eV

Of them, the most stable is b and the least stable is a.

a | Below is the molecule C4H5ClS, with properties calculated with ωB97M-V/def2-TZVPD.

Geometry (Å):
C: -0.64 1.13 0.00
C: 0.11 -0.15 0.05
C: -0.62 -1.29 0.05
C: 1.56 -0.14 -0.05
H: -1.68 1.15 -0.36
H: -0.56 1.58 0.98
H: -0.15 1.95 -0.60
H: -0.30 -2.24 0.08
H: 2.03 0.80 -0.11
S: 2.59 -1.38 -0.01
Cl: -2.36 -1.41 -0.03

Values from the calculation:
- HOMO level: -8.93 eV
- SMILES: C/C(C=S)=C\Cl

b | Below is a structure of composition C4H5ClS, with properties calculated with ωB97M-V/def2-TZVPD.

Geometry (Å):
C: -0.64 1.61 -0.04
C: -0.79 0.13 -0.18
C: 0.13 -0.92 -0.06
C: 1.54 -1.09 -0.14
H: -1.62 2.04 -0.54
H: -0.64 2.05 1.27
H: 0.28 2.05 -0.72
H: -0.30 -1.85 0.16
H: 2.12 -1.99 0.22
S: 2.55 0.29 0.07
Cl: -2.48 -0.32 0.06

Values from the calculation:
- HOMO level: -8.71 eV

Of them, the most stable is a and the least stable is b.

a | Below is the ion C5H13NS with charge +1, with properties calculated with ωB97M-V/def2-TZVPD.

Geometry (Å):
C: 0.27 1.03 0.21
N: -0.42 0.11 1.05
C: -1.76 -0.30 0.75
C: -1.90 -1.17 -0.51
S: -2.00 -0.13 -2.02
C: 1.54 0.47 -0.48
C: 2.72 0.26 0.48
H: 0.62 1.89 0.79
H: -0.41 1.45 -0.53
H: -0.19 0.17 2.04
H: -2.13 -0.94 1.56
H: -2.41 0.58 0.82
H: -2.92 -1.55 -0.46
H: -1.13 -1.92 -0.47
H: -1.99 -1.14 -2.87
H: 1.31 -0.44 -1.02
H: 1.76 1.14 -1.31
H: 3.45 -0.34 -0.07
H: 2.41 -0.38 1.30
H: 3.18 1.20 0.74

Values from the calculation:
- Charge: +1
- HOMO level (spin up / spin down): -13.12 / -13.09 eV
- Multiplicity: 2
- Expectation value of S²: 0.754

b | Below is the ion C5H13NS with charge +1, with properties calculated with ωB97M-V/def2-TZVPD.

Geometry (Å):
C: 0.46 0.79 -1.19
N: 0.64 0.83 0.30
C: -0.25 -0.01 1.11
C: -0.22 0.40 2.57
S: -0.97 2.06 3.27
C: 0.83 -0.55 -1.81
C: -0.38 -1.47 -2.00
H: -0.61 0.93 -1.33
H: 1.17 1.52 -1.72
H: 1.60 0.61 0.46
H: 0.11 -0.98 1.04
H: -1.30 -0.01 0.72
H: -0.69 -0.36 3.14
H: 0.90 0.48 2.83
H: -2.17 2.08 2.66
H: 1.64 -1.07 -1.29
H: 1.28 -0.27 -2.73
H: -0.57 -1.86 -0.98
H: -1.26 -0.85 -2.26
H: -0.22 -2.29 -2.79

Values from the calculation:
- Charge: +1
- HOMO level (spin up / spin down): -12.96 / -12.93 eV
- Multiplicity: 2
- Expectation value of S²: 0.754

c | Below is the ion C5H13NS with charge +1, with properties calculated with ωB97M-V/def2-TZVPD.

Geometry (Å):
C: -1.57 0.86 0.07
N: -0.23 0.46 0.48
C: 0.63 -0.40 -0.35
C: 2.00 -0.68 0.54
S: 3.41 -1.19 -0.42
C: 0.01 -1.73 -0.87
C: -1.98 2.20 0.77
H: -2.34 0.04 0.07
H: -1.40 1.05 -1.07
H: -0.29 -0.05 1.44
H: 0.94 0.26 -1.17
H: 1.86 -1.49 1.32
H: 2.26 0.23 1.02
H: 3.18 -0.70 -1.66
H: -0.06 -1.86 -1.99
H: -1.00 -1.89 -0.52
H: 0.66 -2.57 -0.60
H: -1.44 3.05 0.39
H: -1.60 2.17 1.77
H: -3.03 2.25 0.77

Values from the calculation:
- Charge: +1
- HOMO level (spin up / spin down): -12.87 / -12.74 eV
- Multiplicity: 2
- Expectation value of S²: 0.753

Of them, the most stable is a and the least stable is c.

a | Below is the molecule C5H5FO, with properties calculated with ωB97M-V/def2-TZVPD.

Geometry (Å):
C: 1.40 0.89 -0.50
C: 0.09 0.28 -0.17
C: -0.75 -0.32 -1.00
C: -1.39 -0.88 0.94
C: -0.40 0.05 1.21
H: 1.58 1.91 -0.30
H: 2.30 0.35 -0.19
H: 1.50 0.66 -1.59
H: -0.75 -0.53 -2.01
H: 0.04 0.35 2.09
O: -1.57 -1.24 -0.34
F: -2.05 -1.52 1.86

Values from the calculation:
- HOMO level: -8.67 eV
- SMILES: Cc1coc(F)c1

b | Below is the molecule C5H5FO, with properties calculated with ωB97M-V/def2-TZVPD.

Geometry (Å):
C: -1.90 -1.06 -0.18
C: -1.40 0.12 -0.18
C: 0.99 1.12 0.05
C: 1.55 -0.29 0.02
C: -0.55 1.11 0.04
O: 1.67 2.09 0.19
F: -2.54 -1.69 -1.21
H: -1.98 -1.62 0.69
H: 2.20 -0.33 -0.86
H: 2.24 -0.43 0.99
H: 0.77 -1.05 -0.01
H: -1.02 2.04 0.48

Values from the calculation:
- HOMO level: -9.79 eV
- SMILES: CC(=O)C=C=CF

Of them, the most stable is a and the least stable is b.